Entry 1:
{
  "formula": "C3H3Br2ClN3",
  "method": "the ωB97M-V functional and the def2-TZVPD basis",
  "symbols": ["C", "C", "C", "N", "N", "N", "Cl", "Br", "Br", "H", "H", "H"],
  "xyz": [[-0.543, -1.400, 0.112], [1.476, -0.192, 0.352], [-1.247, 0.833, -0.218], [0.681, -1.178, 0.285], [2.119, 0.230, 1.304], [-1.486, -0.461, -0.203], [2.990, 1.730, 1.374], [2.163, 0.352, -1.781], [-2.353, 2.135, -0.920], [-0.997, -2.489, 0.170], [-0.380, 1.204, 0.314], [-2.423, -0.765, -0.787]],
  "mulliken_charge": [0.148, 0.228, -0.019, -0.188, -0.268, -0.091, 0.048, -0.151, 0.112, 0.334, 0.468, 0.377],
  "homo_energy_ev": -13.49,
  "e_tot_ev": -160225.5089,
  "gap_ev": 6.5505,
  "smiles": "Cl/N=C(Br)/N=C\\[NH+]=C\\Br",
  "charge": 1
}

Entry 2:
{
  "formula": "C3H3Br2N3O2S",
  "method": "the ωB97M-V functional and the def2-TZVPD basis",
  "symbols": ["C", "C", "C", "N", "N", "N", "O", "O", "S", "Br", "Br", "H", "H", "H"],
  "xyz": [[2.476, -1.039, -0.923], [0.932, 0.000, 0.059], [-2.933, -0.470, 0.564], [1.577, -1.134, 0.142], [2.383, 0.098, -1.606], [1.344, 0.688, -1.041], [0.093, 1.113, 2.439], [-0.720, 1.993, 0.264], [-0.411, 0.836, 1.122], [-2.520, -2.314, 0.615], [-3.390, 0.524, -0.941], [3.340, -1.796, -1.208], [-3.175, -0.206, 1.607], [1.004, 1.705, -1.095]],
  "mulliken_charge": [0.026, 0.425, -0.415, -0.545, -0.787, 0.342, -0.512, -0.576, 0.848, 0.027, 0.040, 0.319, 0.489, 0.321],
  "homo_energy_ev": [-8.94, -9.84],
  "e_tot_ev": -162640.4644,
  "gap_ev": [6.2493, 8.4030],
  "charge": 0
}

Entry 3:
{
  "formula": "C3H3Br3O",
  "method": "the ωB97M-V functional and the def2-TZVPD basis",
  "symbols": ["C", "C", "C", "O", "Br", "Br", "Br", "H", "H", "H"],
  "xyz": [[0.591, -0.361, 0.936], [1.589, 0.144, 0.012], [-1.500, -0.094, -0.462], [0.265, -0.698, 2.006], [-1.822, 1.880, -0.343], [-1.562, -0.605, -2.296], [-2.866, -0.856, 0.711], [2.449, 0.533, 0.697], [1.139, 0.816, -0.655], [1.717, -0.757, -0.606]],
  "mulliken_charge": [0.696, -0.761, -0.384, -0.282, -0.096, -0.041, -0.066, 0.307, 0.328, 0.300],
  "homo_energy_ev": [-8.12, -8.11],
  "e_tot_ev": -215331.1654,
  "gap_ev": [7.5935, 7.5865],
  "charge": 0
}

Entry 4:
{
  "formula": "C3H3Br9",
  "method": "the ωB97M-V functional and the def2-TZVPD basis",
  "symbols": ["C", "Br", "Br", "Br", "H", "C", "Br", "Br", "Br", "H", "C", "Br", "Br", "Br", "H"],
  "xyz": [[-1.677, -0.008, 3.289], [-2.356, 1.238, 4.688], [-3.247, -0.596, 2.219], [-0.724, -1.565, 4.061], [-0.988, 0.446, 2.576], [-1.232, 0.151, -1.909], [-1.155, 1.603, -3.241], [-3.153, -0.469, -1.862], [-0.580, 0.730, -0.183], [-0.533, -0.624, -2.224], [3.030, -0.140, -1.569], [2.430, -0.930, 0.205], [3.991, -1.479, -2.621], [4.054, 1.551, -1.278], [2.139, 0.092, -2.153]],
  "mulliken_charge": [-0.072, -0.012, 0.012, -0.015, 0.045, -0.361, -0.017, -0.063, 0.081, 0.401, -0.147, -0.007, -0.007, 0.000, 0.166],
  "homo_energy_ev": -10.33,
  "e_tot_ev": -633540.2801,
  "gap_ev": 9.5846,
  "charge": 0
}

Entry 5:
{
  "formula": "C3H3BrCl2",
  "method": "the ωB97M-V functional and the def2-TZVPD basis",
  "symbols": ["C", "C", "C", "Cl", "Cl", "Br", "H", "H", "H"],
  "xyz": [[0.271, -1.440, 0.252], [0.399, 0.055, 0.756], [-0.655, -0.348, 0.043], [1.604, 1.010, 1.653], [-2.215, 0.061, 0.234], [0.052, 2.533, -2.527], [0.977, -1.845, -0.439], [0.014, -2.023, 1.142], [-0.448, 1.997, -1.114]],
  "mulliken_charge": [-0.528, 0.183, 0.165, -0.117, -0.142, -0.215, 0.265, 0.206, 0.184],
  "homo_energy_ev": -9.26,
  "e_tot_ev": -98242.9072,
  "gap_ev": 9.4070,
  "smiles": "ClC1=C(Cl)C1.Br",
  "charge": 0
}

Entry 6:
{
  "formula": "C3H3BrCl2S",
  "method": "the ωB97M-V functional and the def2-TZVPD basis",
  "symbols": ["C", "C", "C", "S", "Cl", "Cl", "Br", "H", "H", "H"],
  "xyz": [[-0.579, -1.786, -3.844], [-1.704, -1.818, -3.234], [-0.909, -0.495, 0.831], [-1.660, 0.969, 0.146], [0.183, -1.008, -5.019], [-3.227, -1.000, -3.516], [-1.846, -3.077, -1.814], [-0.206, -0.736, 0.058], [-1.644, -1.320, 0.932], [-0.327, -0.154, 1.707]],
  "mulliken_charge": [0.105, 0.220, -0.619, -0.104, -0.097, -0.131, -0.103, 0.202, 0.226, 0.301],
  "homo_energy_ev": [-9.16, -8.75],
  "e_tot_ev": -109077.5751,
  "gap_ev": [7.5242, 7.0709],
  "charge": 0
}

Copy entry 3 word for word.
{
  "formula": "C3H3Br3O",
  "method": "the ωB97M-V functional and the def2-TZVPD basis",
  "symbols": ["C", "C", "C", "O", "Br", "Br", "Br", "H", "H", "H"],
  "xyz": [[0.591, -0.361, 0.936], [1.589, 0.144, 0.012], [-1.500, -0.094, -0.462], [0.265, -0.698, 2.006], [-1.822, 1.880, -0.343], [-1.562, -0.605, -2.296], [-2.866, -0.856, 0.711], [2.449, 0.533, 0.697], [1.139, 0.816, -0.655], [1.717, -0.757, -0.606]],
  "mulliken_charge": [0.696, -0.761, -0.384, -0.282, -0.096, -0.041, -0.066, 0.307, 0.328, 0.300],
  "homo_energy_ev": [-8.12, -8.11],
  "e_tot_ev": -215331.1654,
  "gap_ev": [7.5935, 7.5865],
  "charge": 0
}